1.
{
  "formula": "C27H33N3O5S",
  "method": "the ωB97M-V functional and the def2-TZVPD basis",
  "elements": ["O", "H", "N", "C", "C", "C", "C", "H", "C", "C", "H", "H", "H", "H", "O", "C", "H", "H", "N", "O", "S", "H", "O", "C", "C", "H", "C", "H", "C", "H", "H", "C", "H", "H", "C", "C", "H", "H", "H", "C", "H", "H", "C", "H", "C", "H", "C", "C", "C", "H", "H", "C", "O", "C", "N", "H", "H", "C", "H", "H", "C", "H", "H", "H", "H", "C", "C", "C", "H"],
  "xyz": [[-3.102, 2.777, -3.818], [-4.987, -1.165, 1.130], [-2.286, -1.296, 1.158], [-1.784, -2.523, 1.497], [-1.968, -2.974, 2.905], [1.924, -2.841, 0.173], [3.482, 0.232, 1.356], [6.655, -1.832, 0.627], [-2.490, -4.380, 3.099], [-2.148, -0.708, -0.101], [1.217, 0.708, -0.199], [4.464, -2.790, 0.154], [-1.144, -0.801, -3.315], [1.335, 2.814, -4.380], [-1.817, 1.003, -4.972], [0.653, 2.118, -3.878], [-4.233, 1.290, 1.247], [0.849, -3.014, 0.177], [1.627, 1.450, 0.345], [-1.201, -3.221, 0.686], [-1.997, 1.864, -3.840], [-1.179, -2.228, -1.271], [2.626, 3.468, 0.334], [-2.098, 0.838, -2.371], [1.365, 2.888, -1.614], [-0.672, 2.797, -0.913], [1.965, 2.622, -0.233], [-3.163, -4.555, 3.925], [-2.683, 1.359, -1.227], [4.807, 1.765, 1.996], [0.608, 0.913, -2.105], [-1.061, -4.083, 3.376], [-2.261, -2.235, 3.634], [2.243, 1.239, -2.712], [-1.582, -1.231, -1.255], [-2.695, 0.581, -0.093], [0.057, 4.407, -0.806], [2.015, 3.635, -2.083], [2.403, -3.537, 0.869], [5.881, 0.028, 1.348], [1.496, 0.433, 2.144], [-5.172, -0.476, 2.749], [-0.616, 3.885, -2.786], [0.475, 1.267, -4.537], [3.373, -1.061, 0.821], [-0.028, 4.696, -3.230], [5.769, -1.249, 0.832], [-4.535, -1.089, 2.117], [-3.149, -0.457, 2.000], [-0.718, -4.050, 4.399], [-4.476, -2.086, 2.545], [-3.216, 0.900, 1.274], [2.102, -1.503, 0.583], [-1.561, -0.434, -2.391], [-0.617, 2.778, -3.709], [-2.702, -0.340, 2.991], [-2.723, -4.939, 2.206], [4.734, 0.763, 1.603], [6.853, 0.452, 1.548], [-2.581, 1.647, 1.756], [4.524, -1.795, 0.566], [2.467, 1.940, 2.158], [2.319, -3.005, -0.834], [-1.651, 4.216, -2.696], [-3.126, 2.342, -1.256], [-0.024, 3.512, -1.424], [1.257, 1.675, -2.540], [2.230, 1.034, 1.599], [-0.331, -4.438, 2.665]],
  "e_lumo_ev": 0.40,
  "smiles": "COc1ccccc1CNC(=O)C1CCN(S(=O)(=O)c2ccc3c(c2)C[C@@H](C)N3C(=O)C2CC2)CC1",
  "homo_ev": -8.5787,
  "spin_multiplicity": 1
}

=====

2.
{
  "formula": "C27H33N4O",
  "method": "the ωB97M-V functional and the def2-TZVPD basis",
  "elements": ["C", "O", "H", "C", "C", "H", "H", "H", "C", "C", "C", "C", "C", "C", "H", "H", "H", "C", "C", "C", "H", "H", "C", "H", "C", "H", "N", "H", "H", "H", "H", "H", "C", "N", "C", "C", "H", "C", "H", "C", "H", "H", "C", "C", "H", "N", "H", "H", "H", "H", "H", "H", "H", "H", "H", "C", "H", "C", "C", "C", "C", "H", "H", "N", "C"],
  "xyz": [[1.233, -0.607, 1.091], [-0.834, -1.292, 0.228], [-2.794, -1.520, 0.423], [-3.656, -1.001, 0.846], [-0.971, 0.146, 2.156], [-5.032, 0.673, 2.428], [1.621, 0.701, 3.508], [-0.573, 4.069, -3.132], [-2.541, 1.114, 3.425], [-0.227, -0.611, 1.115], [5.697, -3.107, 1.969], [4.114, -1.288, 1.591], [1.940, -0.326, -1.253], [3.176, -2.184, 1.035], [1.708, 0.252, 1.566], [2.712, 2.808, -1.982], [1.300, -2.424, -0.050], [-2.070, 2.935, -4.253], [-2.790, 1.121, -0.178], [-4.593, 1.163, 1.551], [-4.492, -1.076, 0.135], [6.140, -1.022, 2.274], [3.441, -3.572, 1.185], [2.295, -1.301, -1.620], [0.836, 0.060, 3.907], [-0.094, -2.097, -2.250], [0.951, 1.736, -2.372], [1.208, 3.755, -1.991], [1.103, -0.983, 3.729], [1.156, -2.074, -3.520], [-2.690, 3.812, -4.516], [2.701, 0.279, -0.789], [1.651, 2.808, -1.703], [-2.270, 0.573, 2.187], [1.900, -1.661, 0.470], [0.187, -1.656, -3.214], [6.688, -3.457, 2.253], [-2.479, 1.669, -4.699], [-3.403, 1.580, -5.296], [-1.417, 1.019, 4.158], [-2.019, -0.476, -4.717], [-5.343, 1.107, 0.748], [-0.151, 1.949, -3.200], [5.374, -1.747, 1.988], [1.578, 2.683, -0.617], [-0.469, 0.406, 3.388], [2.658, -4.292, 0.920], [-1.941, 0.560, -0.575], [-1.232, 1.307, 5.168], [-4.427, 2.223, 1.762], [3.877, -0.221, 1.629], [-3.507, 1.512, 3.686], [-0.563, -1.865, -3.968], [0.793, 0.227, 4.979], [-3.963, -1.481, 1.783], [1.170, 0.382, -2.205], [-2.498, 2.160, 0.024], [4.689, -4.020, 1.616], [-0.896, 3.090, -3.487], [-3.320, 0.463, 1.095], [-1.724, 0.520, -4.389], [-3.579, 1.128, -0.949], [4.915, -5.089, 1.627], [0.308, -0.231, -3.075], [-0.560, 0.689, -3.645]],
  "e_lumo_ev": -3.64,
  "de_lowest_ev": 2.542,
  "total_charge": 1,
  "homo_ev": -8.9789,
  "spin_multiplicity": 1
}

=====

3.
{
  "formula": "C27H33NO4",
  "method": "the ωB97M-V functional and the def2-TZVPD basis",
  "elements": ["C", "C", "H", "H", "H", "H", "H", "H", "H", "C", "C", "C", "C", "H", "H", "H", "H", "H", "H", "C", "C", "H", "C", "H", "C", "C", "C", "H", "C", "C", "O", "C", "N", "C", "H", "H", "H", "C", "H", "C", "C", "O", "H", "C", "H", "H", "H", "O", "C", "O", "C", "H", "H", "C", "C", "C", "H", "H", "H", "C", "H", "H", "C", "H", "H"],
  "xyz": [[1.641, 0.018, 0.430], [-0.042, -2.386, 0.388], [1.802, 4.005, -0.618], [1.885, 0.600, -0.254], [0.692, 1.102, -5.536], [1.977, -3.159, -0.187], [-1.024, 1.839, -0.664], [3.220, 5.471, 0.606], [-1.553, -2.320, 3.294], [-2.130, -3.193, 0.327], [0.460, -0.442, -3.422], [-1.625, -2.468, 2.345], [-1.250, 2.371, 1.303], [-5.824, -3.817, 1.960], [2.778, -1.047, 2.430], [-1.639, 2.897, 3.335], [-3.894, -0.480, 1.629], [1.541, 5.515, 1.263], [-3.075, -3.886, -0.437], [2.578, 4.885, 1.123], [2.252, -1.884, -3.901], [-0.482, 0.214, -3.828], [1.390, -2.315, -0.141], [-0.056, 4.032, 2.175], [-0.819, -3.085, -0.300], [0.528, 0.090, -6.199], [1.345, -1.118, -4.284], [-2.531, -0.189, -0.249], [-2.385, -2.967, 1.568], [1.408, -1.849, -1.542], [2.592, 0.067, 2.884], [2.407, 0.842, 1.589], [1.280, 2.850, 0.942], [-3.039, 0.408, 1.663], [3.471, 1.178, 1.475], [0.696, 1.699, 2.622], [-0.414, -0.749, -1.446], [-1.765, 1.994, 2.618], [2.915, 4.733, 2.065], [-2.640, 0.575, 0.430], [2.225, -2.415, -2.545], [-3.689, -3.287, 2.155], [-0.627, -3.341, -1.341], [0.465, -0.895, -2.108], [3.143, -2.336, -4.566], [3.216, 3.024, 0.049], [0.501, -1.686, 2.326], [2.168, -1.068, 0.610], [-0.150, -2.264, 1.798], [1.638, -0.920, -5.515], [1.898, 2.099, 2.129], [2.224, 2.728, 2.665], [-4.547, -4.771, 1.163], [-0.027, 3.360, 1.081], [-2.766, 1.188, 2.795], [-1.552, 1.565, 0.214], [-0.281, -0.421, -6.120], [3.165, -2.928, -2.123], [-0.408, 4.099, 0.333], [-4.597, -3.873, 1.453], [0.867, 0.074, -7.321], [-3.247, 1.012, 3.516], [2.100, 3.882, 0.293], [-4.946, -2.974, 0.637], [0.555, 0.117, 0.965]],
  "e_lumo_ev": 0.32,
  "de_lowest_ev": 27.590,
  "homo_ev": -7.9587,
  "spin_multiplicity": 1
}